This record from the Open Molecules 2025 dataset describes a gas-phase ion, C15H13F15NO3 (charge +1). The level of theory is the ωB97M-V functional and the def2-TZVPD basis.

Computed properties:
highest occupied orbital energy: -13.992 eV
energy: -2357.11503 Eh
Kohn-Sham gap: 9.182 eV

```
! RIJCOSX wB97M-V def2-TZVPD def2/J DEFGRID3
* xyz 1 1
C -2.08677 -0.91777 1.36363
C -1.27628 -0.65959 -0.07747
C -0.19887 -1.87171 -0.21624
F 0.26910 -2.12202 1.20297
F 0.95385 -1.49884 -1.12057
C -0.72613 -3.31181 -0.74951
F -1.55692 -3.27094 -2.00917
F -1.56647 -4.08269 0.23157
C 0.48424 -4.38452 -1.17791
F -0.25791 -5.68362 -1.40432
F 1.07983 -4.06656 -2.51818
C 1.56974 -4.69575 -0.00596
F 2.59293 -3.60636 0.17238
F 2.36540 -5.91390 -0.39684
F 1.00796 -4.97200 1.33531
N -2.33695 -0.56476 -1.13729
C -3.17324 0.68078 -1.16698
C -2.25209 1.84780 -1.93074
C -0.72678 1.65354 -1.34952
C -0.63635 0.85604 0.08599
C 0.79980 0.94620 0.85284
O 0.74463 0.90977 2.21502
C 2.29785 1.03238 0.21176
F 2.98874 -0.25481 0.60125
F 2.37334 1.09393 -1.26228
C 3.23441 2.22342 0.92041
F 3.75095 1.74590 2.23185
F 4.44331 2.37678 0.03776
C 2.50687 3.68963 0.96150
F 3.62312 4.70791 0.94663
F 1.65747 4.00863 -0.20828
C 1.63485 4.00195 2.31378
O 2.00869 3.77071 3.57529
O 0.27800 4.61077 2.13437
H -2.29072 -2.04566 1.58351
H -3.11176 -0.35748 1.41931
H -1.44239 -0.51298 2.28001
H -3.00332 -1.37935 -0.97622
H -1.95812 -0.72784 -2.11893
H -4.16303 0.46099 -1.79229
H -3.45217 1.13950 -0.12749
H -2.29706 1.56025 -3.08175
H -2.69749 2.93598 -1.73000
H -0.14817 0.98358 -2.14108
H -0.22049 2.70827 -1.35986
H -1.39429 1.43240 0.81003
H 0.30866 5.52383 2.57171
*
```

=====

This record from the Open Molecules 2025 dataset describes C5H7NO in the gas phase. The level of theory is the ωB97M-V functional and the def2-TZVPD basis.

Computed properties:
highest occupied orbital energy: -10.278 eV
energy: -324.70088 Eh
ΔE to the lowest compared entry with this formula, charge and spin: 61.9 kJ/mol
Kohn-Sham gap: 10.894 eV

```
! RIJCOSX wB97M-V def2-TZVPD def2/J DEFGRID3
* xyz 0 1
C -0.56988 -1.15162 -1.54683
C -0.77463 -0.27158 -0.34403
O -1.86171 -0.05514 0.13878
C 0.51939 0.30055 0.30184
C 0.28963 1.62047 1.03501
C 0.91503 -0.83748 1.13691
N 1.10921 -1.83606 1.69474
H -0.82310 -0.55281 -2.42963
H -1.24003 -2.01643 -1.50451
H 0.47063 -1.47371 -1.62725
H 1.30135 0.41709 -0.45836
H -0.66260 1.58026 1.56319
H 1.08543 1.85314 1.74748
H 0.24129 2.42331 0.29267
*
```

=====

This record from the Open Molecules 2025 dataset describes a molecular structure, C6H14N3NaO5S2. The level of theory is the ωB97M-V functional and the def2-TZVPD basis.

Computed properties:
highest occupied orbital energy: -9.191 eV
energy: -1736.13287 Eh
Kohn-Sham gap: 7.750 eV

```
! RIJCOSX wB97M-V def2-TZVPD def2/J DEFGRID3
* xyz 0 1
C 2.35629 -2.14680 1.18872
C 2.73537 -0.99722 0.24729
N 1.53714 -0.28658 -0.27049
C 0.68890 -1.20959 -1.05464
C -0.84957 -1.21691 -0.80248
S -1.44477 -0.12441 0.46914
O -1.15408 1.22248 -0.09487
O -0.77757 -0.45386 1.69562
N -2.97495 -0.47060 0.37751
S -4.06005 0.46759 1.10229
N -4.22959 1.74006 0.00117
O -5.30610 -0.23442 1.12008
O -3.58288 1.06675 2.32490
C 1.95732 0.84949 -1.00947
C 1.93331 2.19409 -0.31063
O 2.32932 0.80763 -2.14331
H 2.58294 -3.11509 0.73144
H 2.94160 -2.09602 2.10811
H 1.29395 -2.12965 1.43320
H 3.31892 -0.26119 0.81398
H 3.37255 -1.32816 -0.58244
H 1.05344 -2.21608 -0.87235
H 0.83571 -1.04817 -2.12904
H -1.39466 -0.93879 -1.70590
H -1.15787 -2.22570 -0.52824
H -3.33549 1.84637 -0.46554
H -4.35107 2.57154 0.57643
H 1.60133 2.13280 0.72265
H 1.33763 2.89331 -0.89162
H 2.96420 2.56080 -0.33424
Na -0.22128 2.14630 -1.71729
*
```

=====

This record from the Open Molecules 2025 dataset describes C2H4N2S3 in the gas phase. The level of theory is the ωB97M-V functional and the def2-TZVPD basis.

Computed properties:
highest occupied orbital energy: -8.810 eV
energy: -1382.59705 Eh
ΔE to the lowest compared entry with this formula, charge and spin: 197.0 kJ/mol
Kohn-Sham gap: 9.464 eV

```
! RIJCOSX wB97M-V def2-TZVPD def2/J DEFGRID3
* xyz 0 1
S 0.66876 -0.44028 -2.18615
C -0.28402 -0.28925 -0.64797
S -1.62413 -1.54825 -0.41078
N 0.79355 -0.67242 0.66433
N 0.93270 0.26811 1.36702
C 0.21680 1.43652 1.24158
S -0.78645 1.36119 -0.28605
H 0.09335 -1.55068 -2.57456
H -0.61377 -2.43204 -0.28523
H -0.46629 1.70728 2.09671
H 1.06951 2.15983 1.02110
*
```

=====

This record from the Open Molecules 2025 dataset describes a molecular structure, C12H13Cl2N2O3PtS4Sb. The level of theory is the ωB97M-V functional and the def2-TZVPD basis.

Computed properties:
highest occupied orbital energy (spin up / spin down): -4.467 / -4.459 eV
energy: -3673.15691 Eh
ΔE to the lowest compared entry with this formula, charge and spin: 0.0 kJ/mol
<S²>: 0.76
Kohn-Sham gap (spin up / spin down): 6.652 / 5.409 eV

```
! RIJCOSX wB97M-V def2-TZVPD def2/J DEFGRID3
* xyz -1 2
Pt 0.06569 -0.05090 0.65023
S -4.94280 -0.13790 -0.81259
Sb -3.36653 -0.67926 0.73459
S -1.35743 -1.34342 -0.57523
S -1.69481 1.18182 1.11781
C -0.72581 -1.27341 -4.62292
S 0.30538 -0.35215 -3.46195
O 1.53884 0.04625 -4.20121
C -0.71556 1.12623 -3.35294
C -0.08328 2.33179 -3.60854
C -0.78613 3.51764 -3.43798
C -2.10294 3.48847 -3.00278
C -2.72633 2.27392 -2.74261
C -2.03507 1.08517 -2.91687
H -0.91185 -0.67355 -5.51200
H -1.65575 -1.53255 -4.11811
H -0.17182 -2.17626 -4.87474
H 0.94838 2.32210 -3.93630
H -0.29677 4.46382 -3.63346
H -2.64354 4.41481 -2.85232
H -3.74128 2.22369 -2.36875
H -2.52611 0.15572 -2.66393
N 3.40948 -1.39518 -1.56878
C 3.77546 -0.08250 -1.38693
C 2.76353 0.49082 -0.68602
N 1.79321 -0.45432 -0.46819
C 2.20657 -1.57949 -0.99672
H 3.90285 -2.08000 -2.11174
H 4.69628 0.31687 -1.76851
H 2.65847 1.49342 -0.31277
H 1.65405 -2.50322 -0.99936
Cl 3.08279 -2.34529 2.13638
C 1.99316 -1.46315 3.25103
Cl 0.35745 -2.13850 3.16779
C 2.16479 0.06991 2.98498
O 3.03890 0.56763 3.67859
O 1.45266 0.65539 2.11574
H 2.36382 -1.65288 4.24970
*
```

=====

This record from the Open Molecules 2025 dataset describes 3 unconnected molecules or ions with the total composition H3N2OS. The level of theory is the ωB97M-V functional and the def2-TZVPD basis.

Computed properties:
highest occupied orbital energy (spin up / spin down): -2.310 / -2.310 eV
energy: -584.56415 Eh
ΔE to the lowest compared entry with this formula, charge and spin: 436.2 kJ/mol
Kohn-Sham gap (spin up / spin down): 2.053 / 2.046 eV

```
! RIJCOSX wB97M-V def2-TZVPD def2/J DEFGRID3
* xyz -1 1
N -3.67256 -0.43845 -0.28827
N -1.34637 0.44745 0.37971
O -1.00955 1.07712 -0.54653
S 7.54400 -0.03557 -0.11077
H -4.39544 0.23529 0.05339
H -3.36963 -0.87747 0.58639
H 6.24954 -0.40837 -0.07391
*
```

=====

This record from the Open Molecules 2025 dataset describes a molecular structure, C2H4I2S. The level of theory is the ωB97M-V functional and the def2-TZVPD basis.

Computed properties:
highest occupied orbital energy (spin up / spin down): -8.010 / -8.011 eV
energy: -1072.03881 Eh
ΔE to the lowest compared entry with this formula, charge and spin: 285.2 kJ/mol
Kohn-Sham gap (spin up / spin down): 7.765 / 7.766 eV

```
! RIJCOSX wB97M-V def2-TZVPD def2/J DEFGRID3
* xyz 0 1
C -0.95900 -0.00147 -0.49949
C 0.80138 0.02254 1.15515
S -0.12345 0.32854 -1.89916
I 2.51240 0.63532 0.11068
I 0.15070 1.31273 2.74410
H -1.29338 -1.01490 -0.64699
H -1.78994 0.58757 -0.29815
H 0.66925 -0.94276 1.44755
H 0.03205 -0.92757 -2.11368
*
```

=====

This record from the Open Molecules 2025 dataset describes a molecular structure, C33H36NO2S2Y. The level of theory is the ωB97M-V functional and the def2-TZVPD basis.

Computed properties:
highest occupied orbital energy: -13.448 eV
energy: -2318.62141 Eh
ΔE to the lowest compared entry with this formula, charge and spin: 11.1 kJ/mol
Kohn-Sham gap: 7.969 eV

```
! RIJCOSX wB97M-V def2-TZVPD def2/J DEFGRID3
* xyz 2 1
Y -1.10585 0.48667 -0.57254
C 3.05320 4.80061 3.36711
C 2.79226 3.28748 3.33867
C 3.82993 2.56896 4.21359
C 1.40294 3.02507 3.91946
C 2.91917 2.78590 1.90293
C 4.13979 2.96531 1.21663
C 4.33597 2.54522 -0.07896
C 3.27436 1.91801 -0.72836
S 3.17850 1.28973 -2.34313
C 1.56008 0.80091 -2.07182
N 1.10539 1.08413 -0.85969
C 2.06372 1.72535 -0.07570
C 1.88240 2.15614 1.23933
C 0.71849 0.13860 -3.08217
C 1.24687 -0.19336 -4.32840
C 0.44165 -0.80912 -5.27213
C -0.88289 -1.09328 -4.96923
C -1.40048 -0.76342 -3.72119
C -0.62599 -0.13863 -2.74313
H 2.96307 5.17093 4.38889
H 2.33259 5.33584 2.74593
H 4.05411 5.04824 3.01433
H 3.75212 2.92121 5.24279
H 4.84844 2.75966 3.87579
H 3.66739 1.48951 4.20952
H 1.36312 3.40217 4.94101
H 1.17264 1.95731 3.95863
H 0.62250 3.53962 3.35298
H 4.95974 3.45439 1.72434
H 5.28445 2.70217 -0.57406
H 0.93163 1.99457 1.73618
H 2.28052 0.02409 -4.57248
H 0.84603 -1.06267 -6.24261
H -1.51281 -1.57007 -5.70946
H -2.43974 -1.00828 -3.52137
C -4.13428 0.69961 0.94335
C -4.09731 1.96328 0.12435
O -2.81119 2.05533 -0.54875
C -2.73014 3.20410 -1.44334
C -1.30444 3.35428 -1.91128
H -5.07957 0.64241 1.48137
H -3.33966 0.68033 1.69468
H -4.07020 -0.19219 0.31420
H -4.20524 2.85258 0.74607
H -4.87442 1.97103 -0.64116
H -3.06827 4.08129 -0.89138
H -3.41242 3.02074 -2.27437
H -0.62200 3.54248 -1.07694
H -1.22990 4.21058 -2.58068
H -0.97268 2.48741 -2.49543
O -1.50034 -1.36256 0.41558
S -2.12516 -2.78378 0.53924
C -1.01713 -3.65718 1.60318
C -1.52749 -4.80512 2.19479
C -0.69683 -5.55331 3.01374
C 0.60903 -5.13989 3.24057
C 1.09555 -3.97842 2.65411
C 0.28184 -3.22378 1.82349
C -1.85499 -3.51967 -1.04062
C -0.57566 -3.79177 -1.51731
C -0.44346 -4.31907 -2.78775
C -1.57473 -4.57873 -3.55760
C -2.84393 -4.31057 -3.06850
C -2.99261 -3.77157 -1.79758
H -2.55262 -5.11132 2.02371
H -1.07385 -6.45125 3.48304
H 1.25071 -5.72271 3.88722
H 2.11092 -3.65914 2.84525
H 0.64733 -2.31293 1.36878
H 0.29618 -3.61163 -0.90142
H 0.54010 -4.54394 -3.17718
H -1.46092 -5.00690 -4.54473
H -3.71774 -4.52891 -3.66685
H -3.97778 -3.56802 -1.39554
*
```